{"formula": "C39H38CdFN5O2", "method": "ωB97M-V with the def2-TZVPD basis set", "elements": ["Cd", "C", "N", "C", "C", "C", "N", "C", "C", "C", "C", "C", "C", "C", "O", "C", "C", "C", "N", "C", "C", "C", "C", "C", "C", "C", "O", "H", "H", "H", "H", "H", "H", "H", "H", "H", "H", "H", "H", "H", "H", "H", "H", "H", "H", "H", "H", "H", "H", "H", "H", "H", "C", "C", "C", "C", "C", "C", "N", "N", "C", "C", "C", "C", "C", "C", "H", "H", "H", "H", "H", "H", "H", "H", "H", "F", "C", "C", "C", "C", "C", "C", "H", "H", "H", "H"], "coordinates": [[0.087, 0.230, 0.009], [-1.960, -2.264, 1.988], [-2.598, -1.529, 0.908], [-3.280, -2.392, -0.042], [-2.406, -3.447, -0.725], [-1.937, -3.071, -2.131], [-0.734, -2.281, -2.106], [-0.330, -1.820, -3.227], [0.873, -1.095, -3.477], [1.107, -0.620, -4.772], [2.215, 0.126, -5.094], [3.122, 0.464, -4.082], [2.930, 0.032, -2.803], [1.817, -0.795, -2.427], [1.703, -1.226, -1.253], [-3.555, -0.637, 1.546], [-4.231, 0.421, 0.674], [-3.235, 1.474, 0.153], [-2.121, 1.571, 1.035], [-1.829, 2.685, 1.572], [-0.800, 2.872, 2.544], [-0.398, 4.175, 2.839], [0.630, 4.451, 3.708], [1.257, 3.386, 4.363], [0.857, 2.101, 4.145], [-0.166, 1.743, 3.196], [-0.484, 0.547, 3.005], [-2.710, -2.815, 2.595], [-1.435, -1.546, 2.615], [-1.227, -2.973, 1.618], [-3.709, -1.748, -0.815], [-4.132, -2.905, 0.465], [-2.976, -4.381, -0.777], [-1.514, -3.633, -0.136], [-2.754, -2.567, -2.680], [-1.730, -4.010, -2.676], [-0.949, -1.985, -4.136], [0.373, -0.840, -5.543], [2.369, 0.492, -6.103], [3.983, 1.082, -4.325], [3.608, 0.314, -2.006], [-3.002, -0.102, 2.322], [-4.367, -1.242, 2.022], [-4.983, 0.907, 1.307], [-4.762, -0.034, -0.166], [-3.763, 2.445, 0.013], [-2.856, 1.153, -0.817], [-2.391, 3.605, 1.284], [-0.900, 4.990, 2.322], [0.956, 5.470, 3.881], [2.070, 3.598, 5.055], [1.356, 1.285, 4.654], [1.905, -5.353, 2.103], [1.191, -4.783, 1.051], [1.172, -3.417, 0.869], [1.904, -2.582, 1.728], [2.629, -3.167, 2.781], [2.620, -4.535, 2.964], [1.823, -1.227, 1.568], [2.883, -0.545, 1.635], [2.801, 0.817, 1.512], [3.931, 1.522, 1.967], [4.041, 2.877, 1.750], [2.997, 3.552, 1.130], [1.851, 2.863, 0.758], [1.746, 1.482, 0.859], [1.920, -6.429, 2.236], [0.650, -5.429, 0.368], [0.675, -2.947, 0.030], [3.197, -2.521, 3.436], [3.186, -4.978, 3.779], [4.701, 0.977, 2.499], [4.932, 3.411, 2.066], [3.082, 4.614, 0.926], [1.029, 3.431, 0.336], [-1.100, 3.255, -5.613], [-0.892, 2.596, -4.412], [0.200, 2.929, -3.641], [0.388, 2.263, -2.437], [-0.486, 1.282, -1.953], [-1.561, 0.986, -2.797], [-1.782, 1.624, -4.011], [0.890, 3.690, -3.988], [1.271, 2.518, -1.859], [-2.256, 0.202, -2.515], [-2.624, 1.368, -4.642]], "gap_ev": 6.18, "homo_energy_ev": -1.486, "total_charge": -2}

=====

{"formula": "C39H38Cl2F6N2O9PS4Si2Ti", "method": "ωB97M-V with the def2-TZVPD basis set", "elements": ["Ti", "C", "Si", "C", "C", "C", "C", "C", "C", "C", "Si", "C", "C", "H", "H", "H", "H", "H", "H", "H", "H", "H", "H", "H", "H", "H", "H", "H", "H", "Cl", "O", "P", "C", "C", "C", "C", "C", "C", "C", "C", "C", "C", "C", "C", "C", "C", "C", "C", "C", "C", "H", "H", "H", "H", "H", "H", "H", "H", "H", "H", "H", "H", "H", "H", "H", "O", "N", "C", "O", "C", "S", "S", "H", "H", "H", "F", "C", "F", "F", "S", "O", "O", "N", "S", "O", "O", "C", "F", "F", "F", "Cl", "C", "C", "C", "C", "C", "C", "C", "O", "O", "H", "H", "H", "H"], "coordinates": [[-0.204, -0.471, 1.348], [1.797, 1.593, -1.025], [2.124, 0.622, 0.580], [2.491, 1.988, 1.859], [3.932, -0.058, 0.261], [4.832, 0.988, 0.000], [6.179, 0.787, -0.262], [6.685, -0.504, -0.282], [5.823, -1.559, -0.037], [4.462, -1.364, 0.237], [3.494, -2.928, 0.582], [4.586, -4.449, 0.469], [2.745, -2.927, 2.290], [2.702, 2.016, -1.469], [1.112, 2.417, -0.797], [1.311, 0.953, -1.762], [3.149, 2.773, 1.471], [2.948, 1.564, 2.757], [1.550, 2.455, 2.163], [4.467, 2.009, 0.002], [6.827, 1.636, -0.455], [7.732, -0.689, -0.498], [6.215, -2.569, -0.083], [5.399, -4.389, 1.199], [5.004, -4.591, -0.528], [3.969, -5.317, 0.716], [3.574, -3.007, 3.001], [2.079, -3.782, 2.433], [2.193, -2.017, 2.525], [-3.765, 0.772, -0.310], [-0.976, 1.350, 0.984], [-1.888, 2.546, 0.853], [-0.856, 3.856, 1.646], [-0.746, 3.843, 3.039], [0.145, 4.684, 3.689], [0.944, 5.552, 2.958], [0.853, 5.566, 1.575], [-0.038, 4.721, 0.922], [-2.112, 3.219, -0.803], [-2.567, 4.517, -1.008], [-2.683, 5.017, -2.300], [-2.308, 4.231, -3.379], [-1.821, 2.945, -3.168], [-1.732, 2.432, -1.886], [-3.329, 2.535, 1.941], [-4.350, 3.473, 1.836], [-5.406, 3.451, 2.733], [-5.446, 2.496, 3.741], [-4.426, 1.560, 3.844], [-3.368, 1.574, 2.948], [-1.345, 3.155, 3.621], [0.225, 4.646, 4.769], [1.648, 6.201, 3.465], [1.489, 6.221, 0.992], [-0.072, 4.728, -0.158], [-2.811, 5.154, -0.167], [-3.055, 6.022, -2.457], [-2.395, 4.619, -4.387], [-1.535, 2.327, -4.008], [-1.402, 1.417, -1.700], [-4.349, 4.195, 1.031], [-6.209, 4.171, 2.633], [-6.277, 2.474, 4.436], [-4.458, 0.797, 4.612], [-2.590, 0.821, 3.011], [-0.570, -0.165, 3.247], [0.702, -0.088, 3.028], [1.593, -3.045, -4.562], [1.374, -3.026, -3.154], [2.416, -3.032, -2.329], [3.986, -3.071, -2.828], [1.778, -3.150, -0.717], [0.606, -3.164, -5.001], [2.255, -3.866, -4.833], [2.039, -2.105, -4.885], [-2.518, -2.365, 4.263], [-1.660, -3.211, 3.693], [-2.047, -4.457, 3.995], [-0.459, -3.019, 4.224], [-1.631, -2.958, 1.822], [-0.220, -2.618, 1.608], [-2.444, -1.802, 1.588], [-2.196, -4.276, 1.288], [-1.437, -5.640, 1.018], [-0.041, -5.598, 1.337], [-2.235, -6.734, 1.485], [-1.542, -5.811, -0.830], [-1.443, -7.123, -1.114], [-0.553, -5.194, -1.453], [-2.708, -5.384, -1.295], [-2.403, -0.703, -7.188], [-2.048, -0.958, -5.489], [-0.975, -0.297, -4.919], [-0.706, -0.501, -3.572], [-1.479, -1.366, -2.813], [-2.541, -2.028, -3.416], [-2.843, -1.820, -4.754], [-1.163, -1.680, -1.366], [-1.543, -2.754, -0.920], [-0.478, -0.788, -0.744], [-0.361, 0.360, -5.521], [0.133, -0.006, -3.102], [-3.126, -2.708, -2.810], [-3.679, -2.318, -5.224]], "gap_ev": [6.46, 6.63], "homo_energy_ev": [-2.598, -2.769], "multiplicity": 2, "e_above_lowest_ev": 3.360, "total_charge": -2}

=====

{"formula": "C39H38Cl3O9PS5SiTa", "method": "ωB97M-V with the def2-TZVPD basis set", "elements": ["Ta", "O", "S", "O", "O", "C", "C", "C", "C", "C", "C", "S", "O", "O", "O", "H", "H", "H", "H", "C", "C", "C", "C", "C", "C", "C", "C", "C", "C", "C", "C", "C", "C", "C", "H", "H", "H", "H", "H", "H", "H", "H", "H", "H", "O", "S", "C", "C", "C", "C", "C", "C", "C", "C", "C", "C", "C", "C", "H", "H", "H", "H", "H", "H", "H", "H", "H", "H", "C", "C", "C", "O", "P", "S", "S", "O", "C", "C", "C", "H", "H", "H", "H", "H", "H", "H", "H", "H", "H", "H", "H", "H", "H", "Cl", "Si", "Cl", "Cl"], "coordinates": [[0.249, 0.636, 0.455], [1.214, 4.533, 1.011], [1.193, 3.468, 1.983], [2.088, 3.590, 3.095], [1.428, 2.132, 1.279], [-0.455, 3.409, 2.664], [-0.909, 4.648, 3.102], [-2.145, 4.769, 3.710], [-2.934, 3.639, 3.879], [-2.479, 2.408, 3.442], [-1.231, 2.261, 2.834], [-2.109, 1.774, -0.581], [-2.236, 2.124, -1.988], [-1.461, 0.295, -0.508], [-0.775, 2.417, -0.018], [-0.283, 5.519, 2.953], [-2.493, 5.739, 4.041], [-3.909, 3.717, 4.342], [-3.098, 1.527, 3.548], [-0.802, 0.921, 2.369], [-1.112, -0.160, 3.023], [-1.339, -1.287, 3.662], [-0.433, -1.755, 4.740], [-0.540, -3.038, 5.273], [0.336, -3.468, 6.260], [1.328, -2.624, 6.737], [1.427, -1.336, 6.226], [0.550, -0.905, 5.248], [-2.517, -2.114, 3.260], [-2.323, -3.327, 2.605], [-3.407, -4.098, 2.221], [-4.699, -3.664, 2.481], [-4.901, -2.451, 3.122], [-3.814, -1.681, 3.512], [-1.305, -3.711, 4.912], [0.242, -4.473, 6.652], [2.016, -2.965, 7.500], [2.196, -0.663, 6.582], [0.632, 0.104, 4.862], [-1.314, -3.647, 2.369], [-3.242, -5.021, 1.681], [-5.546, -4.260, 2.164], [-5.907, -2.099, 3.318], [-3.966, -0.737, 4.020], [1.221, 1.219, -1.365], [1.807, 2.624, -1.619], [3.086, 2.261, -2.806], [3.728, 3.323, -3.431], [4.758, 3.055, -4.316], [5.139, 1.740, -4.563], [4.496, 0.695, -3.921], [3.463, 0.949, -3.028], [0.637, 3.465, -2.641], [0.039, 4.580, -2.075], [-0.937, 5.244, -2.806], [-1.305, 4.777, -4.056], [-0.702, 3.648, -4.602], [0.280, 2.984, -3.894], [3.420, 4.343, -3.235], [5.264, 3.872, -4.814], [5.946, 1.535, -5.255], [4.800, -0.328, -4.105], [2.960, 0.150, -2.501], [0.311, 4.884, -1.072], [-1.427, 6.110, -2.381], [-2.082, 5.287, -4.612], [-1.010, 3.281, -5.573], [0.757, 2.098, -4.292], [0.381, -5.262, -3.210], [0.665, -4.888, -1.765], [1.965, -4.123, -1.598], [-0.494, -4.230, -1.196], [-0.974, -2.714, -1.300], [-2.864, -2.584, -1.019], [0.314, -1.815, 0.093], [-0.431, -2.347, -2.762], [-0.390, -1.003, -3.300], [-1.722, -0.616, -3.905], [0.733, -1.021, -4.319], [1.164, -5.932, -3.571], [0.355, -4.375, -3.841], [-0.579, -5.773, -3.286], [0.725, -5.803, -1.172], [1.954, -3.192, -2.163], [2.779, -4.747, -1.975], [2.162, -3.887, -0.553], [-0.144, -0.320, -2.488], [-1.968, -1.282, -4.735], [-1.667, 0.413, -4.265], [-2.513, -0.663, -3.161], [0.498, -1.731, -5.115], [1.675, -1.318, -3.856], [0.863, -0.035, -4.768], [2.536, -2.472, 2.512], [2.250, -0.497, 1.918], [3.654, -0.280, 0.301], [3.214, 0.557, 3.420]], "gap_ev": 7.47, "homo_energy_ev": -5.530, "e_above_lowest_ev": 0.194, "total_charge": -1}